(1)
{
  "formula": "C30H90O15",
  "method": "ωB97M-V/def2-TZVPD",
  "elements": ["O", "O", "O", "O", "O", "O", "O", "O", "O", "O", "O", "O", "O", "O", "O", "C", "C", "C", "C", "C", "C", "C", "C", "C", "C", "C", "C", "C", "C", "C", "C", "C", "C", "C", "C", "C", "C", "C", "C", "C", "C", "C", "C", "C", "C", "H", "H", "H", "H", "H", "H", "H", "H", "H", "H", "H", "H", "H", "H", "H", "H", "H", "H", "H", "H", "H", "H", "H", "H", "H", "H", "H", "H", "H", "H", "H", "H", "H", "H", "H", "H", "H", "H", "H", "H", "H", "H", "H", "H", "H", "H", "H", "H", "H", "H", "H", "H", "H", "H", "H", "H", "H", "H", "H", "H", "H", "H", "H", "H", "H", "H", "H", "H", "H", "H", "H", "H", "H", "H", "H", "H", "H", "H", "H", "H", "H", "H", "H", "H", "H", "H", "H", "H", "H", "H"],
  "coordinates": [[-2.94528, 3.42644, -1.40439], [2.11079, 1.87061, -2.91860], [-3.98746, -4.75652, -2.40554], [0.23969, -0.05996, 3.70391], [-2.17703, -0.21441, -5.56326], [-2.11780, -0.82639, 5.02697], [-0.24914, 0.90221, -2.09142], [-3.16761, 2.92060, 1.22359], [4.04827, -0.34381, 3.44296], [-1.37300, 2.98138, -5.62746], [5.43649, -0.40277, 0.72142], [2.78256, -4.79710, 2.63965], [-2.47047, 1.72931, -3.40111], [2.99665, -0.07879, -5.30823], [-0.62407, 3.05741, 2.27191], [-2.60581, 5.05302, -3.11305], [-1.21069, -0.92520, -0.94832], [5.53089, 1.25285, 4.21172], [-0.26843, 4.31992, 1.80102], [1.45646, -1.24842, -4.09838], [-2.17843, -2.20843, 4.62932], [5.51077, -2.74611, 0.73353], [-2.69407, -2.43249, 3.15527], [-1.80639, -4.96276, -1.71736], [1.41528, -2.94457, 2.25651], [2.73618, -1.35778, -4.91902], [-3.78694, 2.31622, 3.57332], [2.43150, -2.15573, -6.17250], [-0.51444, 0.40668, -0.80814], [0.78224, 0.37340, 0.02106], [4.12630, 0.92370, 3.85836], [1.18683, -5.04758, 0.86017], [3.60518, 1.73047, 2.63262], [0.43229, 4.30328, 0.45056], [-2.88430, 4.78880, -1.59326], [-4.26006, 5.36833, -1.11172], [-4.12363, 2.17492, 1.98496], [4.20685, -1.48588, -0.99553], [2.13564, -4.08808, 1.62783], [-4.17485, 0.73516, 1.46453], [-3.00053, -2.90907, 5.72756], [-2.75769, -4.73791, -2.87596], [5.46202, -1.53152, -0.18976], [0.54826, 4.90422, 2.95680], [-2.44883, -3.33004, -3.49398], [-1.63777, -3.34531, -4.22202], [-1.26313, -0.55412, 4.68491], [-1.71146, -0.02617, -4.74836], [-2.21027, -0.72978, -1.33659], [-2.73692, -5.51255, -3.64252], [-1.88199, -6.01867, -1.45765], [-4.50930, 4.97207, -0.12736], [2.18598, -3.19056, -5.93389], [-2.63460, -2.87369, 6.75369], [3.34958, -1.44125, -0.32381], [1.36518, 3.74567, 0.53352], [-1.61176, 4.71573, -3.40666], [-0.39232, 2.95505, 3.19787], [1.75492, -5.93913, 0.59460], [-1.97202, -4.44547, -0.77234], [4.18579, -0.60214, -1.63322], [3.44067, 1.11747, 4.68326], [1.59091, -1.72296, -6.71491], [1.30786, 1.31864, -0.11439], [4.32328, -2.30389, -1.70644], [3.54126, -1.80315, -4.33456], [-2.51367, -2.48833, -2.80447], [5.46779, -3.55314, 0.00212], [2.89637, -3.78020, 0.91049], [6.23038, 1.15509, 3.38150], [-1.25831, 4.75181, 1.65360], [-2.33941, 2.98282, 1.70506], [5.82440, 0.72025, 5.11632], [0.63442, 0.09821, 1.06534], [5.71695, 2.27717, 4.53457], [3.35860, -2.15770, -6.74571], [4.40410, 2.00966, 1.94569], [-2.63079, 6.11030, -3.37694], [-2.46055, 2.29450, -2.62865], [2.87358, 1.22374, 2.00327], [0.52811, -0.82495, -4.48172], [-2.78668, 1.90199, 3.69980], [-5.13492, 5.24379, -1.74986], [-4.41017, 0.85800, 0.40734], [1.14495, 5.75496, 2.62769], [0.18152, 0.88626, 3.57156], [-2.30136, -1.69285, 2.45754], [3.06300, -4.06437, 3.19288], [0.65659, -3.25865, 2.97333], [0.90415, -2.29014, 1.55043], [2.29489, 1.19941, -3.57573], [2.34241, 0.26985, -5.91815], [-3.03305, 0.19909, -5.45161], [-0.54579, -1.58611, -1.50439], [-1.20792, 1.10136, -0.33423], [-3.23972, 0.18038, 1.54097], [-4.14387, 6.44985, -1.18172], [-0.18712, 5.42029, 3.57406], [3.11928, 2.68253, 2.84614], [1.75304, -0.82347, -3.13945], [6.47552, -2.77014, 1.24025], [-3.78173, -2.38782, 3.09949], [6.33932, -0.12540, 0.54943], [-0.24743, 3.94070, -0.32056], [4.61836, -0.43173, 2.67559], [-3.09804, -3.95974, 5.45428], [2.20992, -2.41449, 2.78155], [4.69619, -2.72357, 1.45743], [-1.15247, -2.56414, 4.72425], [0.77574, 5.31465, 0.23315], [0.28056, -5.24822, 1.43158], [-1.09641, 0.96142, -2.53890], [1.53042, -0.26807, -0.44459], [-2.49818, -3.47352, 2.89837], [-2.96368, 3.19362, -0.47323], [0.78550, -4.76221, -0.11225], [-3.20330, -3.01856, -4.21637], [-4.46088, -5.11218, -3.16117], [6.29503, -1.43934, -0.88669], [-2.16180, 3.07365, -6.16179], [-1.32383, -1.34851, 0.04973], [-1.62917, 2.38737, -4.92194], [-0.78229, -4.64701, -1.91642], [1.03369, -2.22930, -3.88101], [-4.49154, 1.80540, 4.22960], [1.11861, 4.22416, 3.58951], [-4.00178, -2.49087, 5.83096], [1.15204, -0.21218, 3.95023], [-4.95325, 0.15386, 1.95880], [-5.07974, 2.66281, 1.79542], [-3.38648, 1.71830, -3.67868], [-3.39097, 4.67986, -3.77061], [-2.06852, 5.08045, -0.93179], [1.32275, 1.56015, -2.47269], [-3.90149, 3.35579, 3.88034]],
  "atomic_forces_ev_per_a": [[0.2196, -2.5226, -1.2150], [0.7762, 0.4872, 0.0784], [-4.6510, -0.5739, 1.1138], [-0.1798, -0.0831, -0.0045], [0.0322, -0.3666, -0.3539], [-0.3212, -0.3917, -0.5231], [0.5374, 0.1496, -0.2279], [-0.5297, 0.1471, -0.0428], [-0.4726, -4.0930, 0.2424], [0.3505, 0.4309, -0.4896], [1.0673, 0.3641, -0.7556], [0.3070, -0.3642, 0.5933], [0.0817, -1.0436, -0.8629], [2.3824, 2.7369, -0.1212], [-0.5000, -2.8734, -0.1383], [0.0815, 0.7383, 0.9620], [0.4550, 0.2232, 1.1252], [1.0622, 1.3152, 1.2554], [0.7475, 0.4483, 0.3203], [-0.0492, -1.8119, 1.7729], [-0.4682, 0.4640, 0.7414], [0.8598, 0.1607, -1.6155], [-0.3202, -0.2131, 1.6768], [0.8095, -0.9017, 0.2507], [-0.0560, 0.7037, -0.0668], [-3.6397, -0.9354, -0.9241], [-0.7151, -0.1437, -2.0916], [0.9290, -0.8795, 0.2812], [0.1486, -0.1065, 1.0974], [0.1461, 0.1976, -1.2400], [-0.9427, 3.2305, -1.6320], [0.2807, -0.1095, 0.0513], [-0.0263, 1.4923, -0.1634], [0.3171, -0.0108, 0.8217], [-1.6715, 0.7961, -0.9560], [1.1108, 0.8687, -0.6629], [0.4141, -0.1316, 2.1078], [0.4366, 0.3131, -0.7356], [-1.5922, -1.0260, -2.1731], [-0.1830, 0.6317, -0.0421], [-0.4400, -0.4394, -0.6769], [4.0953, 2.6951, -0.6986], [-1.2915, 0.1913, 1.5978], [-0.9934, 2.3434, -0.4517], [-0.8957, -0.4847, -1.4613], [0.9019, 0.1866, 0.7974], [0.2181, 0.5624, -0.0740], [0.1006, 0.1251, 0.2645], [0.0952, -0.5187, -0.4460], [1.2138, -0.0976, -0.2057], [0.5143, -0.1426, 0.0972], [0.1522, 0.4219, 0.1142], [-0.0572, -0.0773, -0.0330], [0.7463, 0.2165, -0.2905], [-0.1867, -0.5868, -0.3311], [-0.1561, -0.4639, -0.2671], [-0.2127, -0.3679, -0.0774], [-0.0787, 0.2541, -0.0661], [-0.1849, -0.3562, 0.5079], [-1.0017, 0.4493, -0.2702], [-0.0160, 0.2891, 0.1848], [0.0544, -0.3450, 0.3064], [0.1294, 0.1047, -0.0853], [-0.3413, 0.4433, 0.5715], [-0.9779, -0.4541, 0.1646], [0.1345, 0.3630, -0.0496], [0.8021, -0.3828, 0.3469], [-0.2139, -0.8079, 0.6886], [-0.0480, 0.5001, -0.1731], [-0.0800, -0.6407, -0.0419], [0.2284, 1.2060, 0.1295], [0.5597, -0.3336, 0.3683], [0.2656, -0.6184, -0.3572], [-0.0598, 0.1559, -0.1062], [-0.5579, 0.4418, -0.1356], [-0.2448, -0.0420, -0.5303], [0.3044, -0.2132, 0.0251], [0.1379, 0.3188, 0.5242], [-0.2542, 1.1398, 1.0030], [0.0113, -0.5931, 0.3727], [0.6873, 0.9903, -0.6871], [-0.0229, 0.1787, 0.3743], [0.3016, -0.8520, -0.4317], [-0.0947, -0.4228, -0.1349], [0.5098, -0.2775, -0.0553], [-0.0221, 0.2353, -0.2342], [0.3401, -0.3067, 0.0614], [0.5052, -0.4357, 0.7167], [0.1106, -0.2952, 0.0781], [0.2682, 0.1255, -0.1093], [0.2092, -0.1317, -0.3527], [-0.2054, -0.2762, -0.0079], [-0.1437, 0.0141, -0.0191], [-0.4812, -0.1398, -0.3973], [-0.1155, 0.1889, 0.4162], [0.1414, 0.2679, 0.1732], [-0.0482, 0.2896, 0.8848], [-0.0077, -0.2324, 0.5770], [0.0727, 0.2440, 0.4960], [-0.5655, 0.2869, 0.0786], [-0.0886, -0.1345, 0.1386], [-0.1542, 0.3845, 0.2307], [0.0545, 1.0141, 0.8317], [0.3637, -0.1505, -0.1384], [0.1782, -0.2294, -0.5160], [-0.1639, -0.1532, 0.0858], [-0.2909, 0.7817, 0.2080], [0.0209, -0.1285, -0.2482], [0.1283, -0.3846, -0.3359], [-0.3899, 0.1608, -0.2017], [0.2465, -0.4527, 0.3666], [-0.0827, 0.0643, -0.4399], [-0.2693, -0.7001, 0.0165], [0.4996, 0.1035, -0.3923], [-0.2272, -0.1020, 0.8036], [0.3692, 0.9678, -0.0182], [-0.8378, -0.4601, -0.0317], [-1.1035, 0.2215, 0.5124], [0.3751, -0.1960, 0.2583], [-0.0928, 0.0260, -0.2079], [-0.1872, -0.2026, 0.1055], [-0.0616, -0.1608, 0.4385], [0.1435, -0.5093, -0.5248], [0.4188, -0.5811, 0.3839], [0.0446, -0.5118, -0.3661], [0.0866, -0.2162, -0.4891], [-0.1386, 0.1076, -0.4788], [0.4601, -0.2096, 0.0305], [-0.0627, 0.0558, -0.0434], [-0.1136, -0.1051, 0.0270], [-0.2816, -0.0329, 0.0945], [0.0648, -0.7033, 0.2674], [0.0345, 1.1413, -0.2528], [-0.5585, -0.0829, 0.0041], [0.5691, 0.1672, -0.2349]],
  "lumo_energy_ev": 0.24,
  "gap_ev": 10.026,
  "largest_force_ha_per_bohr": 0.09630
}

=====

(2)
{
  "formula": "C7H12",
  "method": "ωB97M-V/def2-TZVPD",
  "elements": ["C", "C", "C", "C", "C", "C", "C", "H", "H", "H", "H", "H", "H", "H", "H", "H", "H", "H", "H"],
  "coordinates": [[0.76861, -1.46566, 0.34717], [-1.10813, 1.12468, -1.27668], [1.23996, -0.29516, -0.11518], [-0.14810, 1.32247, 1.26478], [-0.03460, 0.54507, -1.81971], [-0.63455, -1.73716, 0.79129], [0.98797, 0.83953, 0.76995], [-1.13395, 2.18666, -1.05853], [-1.12632, 0.87455, 1.11775], [2.18158, -0.29185, -0.66420], [-0.85548, -1.56359, 1.85125], [-0.07783, -0.43720, -2.26721], [0.83207, 1.14678, -2.07740], [1.94160, 1.19474, 1.15703], [-2.02438, 0.57124, -1.09283], [-0.83657, -2.79040, 0.57157], [-1.34127, -1.13706, 0.20377], [-0.10438, 2.19642, 1.89744], [1.47377, -2.28405, 0.39972]],
  "atomic_forces_ev_per_a": [[0.1045, -0.4289, -0.2494], [-0.1824, 0.0097, -0.8576], [0.7976, -0.6403, 1.5533], [0.1971, -0.0090, 0.4032], [-0.9673, 0.6163, -1.1917], [-0.0066, -0.0429, 0.1000], [-0.1866, 0.6373, 0.0782], [0.0930, -0.2001, 0.1962], [0.2323, 0.2619, -0.2418], [0.0749, -0.0211, 0.4337], [0.1543, 0.0560, -0.0445], [0.0288, -0.1067, 0.2231], [-0.0407, -0.0893, 0.0541], [-0.1487, 0.5578, -0.1776], [0.0278, 0.0688, -0.1371], [-0.0953, 0.1098, 0.1772], [0.2009, -0.1062, 0.1611], [-0.0371, -0.0986, 0.3367], [-0.2461, -0.5744, -0.8170]],
  "lumo_energy_ev": 0.86,
  "gap_ev": 8.933,
  "largest_force_ha_per_bohr": 0.03617
}